[1]
DFT (ωB97M-V/def2-TZVPD) results for 2 unconnected molecules or ions with the total composition C2H4NO3S in a non-equilibrium geometry.

Values from the calculation:
Highest occupied orbital energy: -4.7 eV
HOMO-LUMO gap: 8.74 eV
Max |F|: 0.0434 Eh/bohr
Relative energy (zero: lowest compared OMol25 entry of this formula, charge and spin): 2.041 eV
Lowest unoccupied orbital energy: 4.00 eV

```
! wB97M-V def2-TZVPD RIJCOSX def2/J DEFGRID3
* xyz -1 1
S 2.001 0.378 -0.328
O 1.637 1.064 0.936
O -1.579 -1.720 -0.917
O 3.402 0.591 -0.647
N 1.071 -0.210 -1.233
C -1.276 0.377 0.356
C -0.977 -1.004 -0.164
H -0.360 0.911 0.654
H -1.918 0.973 -0.340
H -0.197 -1.344 0.490
H -1.803 -0.015 1.192
*
```


[2]
DFT (ωB97M-V/def2-TZVPD) results for a single C5H10O2 molecule.

Values from the calculation:
Highest occupied orbital energy: -9.9 eV
SMILES string: C[C@@H](O)[C@H]1CCO1
HOMO-LUMO gap: 10.93 eV
Max |F|: 0.0076 Eh/bohr
Relative energy (zero: lowest compared OMol25 entry of this formula, charge and spin): 1.972 eV
Lowest unoccupied orbital energy: 1.06 eV

```
! wB97M-V def2-TZVPD RIJCOSX def2/J DEFGRID3
* xyz 0 1
O -1.272 -0.216 -0.450
O 0.571 -0.879 1.509
C 0.512 -0.837 -1.448
C -0.999 -1.143 -1.528
C 0.047 1.483 1.712
C 0.687 0.379 0.875
C 0.075 0.307 -0.519
H 1.130 -1.580 -0.933
H -0.368 -1.109 1.434
H -1.460 -0.841 -2.469
H 0.077 1.295 -1.000
H 1.763 0.564 0.766
H 0.453 1.468 2.728
H 0.234 2.471 1.276
H 0.961 -0.559 -2.403
H -1.038 1.339 1.772
H -1.372 -2.142 -1.323
*
```


[3]
DFT (ωB97M-V/def2-TZVPD) results for 2 unconnected molecules or ions with the total composition C4H10O in a non-equilibrium geometry.

Values from the calculation:
Highest occupied orbital energy: -10.1 eV
SMILES string: C=C.CCO
HOMO-LUMO gap: 11.11 eV
Max |F|: 0.0793 Eh/bohr
Relative energy (zero: lowest compared OMol25 entry of this formula, charge and spin): 2.591 eV
Lowest unoccupied orbital energy: 0.98 eV

```
! wB97M-V def2-TZVPD RIJCOSX def2/J DEFGRID3
* xyz 0 1
O 0.759 -0.019 -0.975
C -0.618 -1.633 -1.715
C -0.354 0.801 2.744
C 0.152 1.997 2.629
C 0.378 -0.579 -2.255
H -0.263 -2.588 -2.142
H 0.718 2.500 3.490
H -0.223 0.212 -2.795
H -0.422 0.214 3.629
H 1.322 0.677 -1.068
H -0.463 -1.893 -0.644
H 0.252 2.604 1.745
H 1.298 -0.921 -2.816
H -0.799 0.276 2.003
H -1.737 -1.649 -1.831
*
```


Number 1: energy -20605.7329 eV. Number 2: energy -9441.0713 eV. Number 3: energy -6355.2114 eV.